Density functional theory data (the ωB97M-V functional and the def2-TZVPD basis) for C45H105Br9N9O27P3 as an isolated structure in a non-equilibrium geometry.

Geometry as XYZ:
```
198
Properties=species:S:1:pos:R:3:forces:R:3
C -0.4025 -5.0861 1.5775 0.49 0.39 0.10
Br 0.3656 -6.8627 1.8492 -0.57 0.32 0.09
Br -0.5990 -4.0493 3.2394 0.03 -0.59 -0.66
Br -1.9636 -4.9943 0.4705 0.03 -0.33 0.32
H 0.3704 -4.6072 0.9923 0.01 0.29 0.27
C -3.8584 -4.8565 -3.7375 -0.56 -0.32 -0.50
Br -3.0225 -5.5521 -5.3563 -0.11 -0.16 0.42
Br -4.6342 -6.2766 -2.6363 0.38 0.58 -0.42
Br -5.2119 -3.5682 -4.3070 0.44 -0.33 0.56
H -3.0744 -4.3705 -3.1714 -0.07 0.06 0.04
C -6.2959 -4.0016 1.5903 0.30 0.84 -0.80
Br -6.2747 -5.8120 0.9289 -0.24 0.19 0.73
Br -8.0466 -3.1691 1.5335 0.23 -0.24 -0.16
Br -4.9854 -3.0381 0.4851 -0.48 0.12 0.02
H -5.9555 -3.7868 2.5962 0.12 -0.92 0.16
O -0.3939 4.0412 4.0088 -0.34 0.11 -0.06
P -0.2565 2.9827 5.0245 0.69 -1.21 0.03
N 1.0586 3.2695 6.0286 0.58 1.26 0.54
C 1.3179 4.6451 6.4320 -0.46 1.37 -0.28
C 2.2122 2.3905 6.2080 -1.23 -1.68 0.52
N 0.0767 1.4866 4.3468 -0.38 2.05 0.47
C -0.0351 0.2661 5.1288 0.94 -0.67 -1.69
C 0.8757 1.4826 3.1368 -0.41 -2.38 -0.66
N -1.5655 2.6465 6.0064 -0.24 0.49 0.28
C -2.8209 2.1008 5.4964 0.76 0.04 -0.11
C -1.6549 3.0766 7.4014 0.91 -0.21 -0.24
H 2.3468 4.8258 6.7351 0.07 -0.42 0.06
H 0.6827 5.0224 7.2473 0.09 -0.40 0.10
H 1.1436 5.3746 5.6292 -0.05 -0.36 -0.17
H 2.9888 2.7881 6.8525 -0.02 0.63 -0.31
H 2.6258 1.9775 5.2866 0.14 0.36 -0.09
H 1.8610 1.5278 6.7887 0.23 -0.17 -0.14
H 0.0674 -0.5813 4.4345 -0.71 0.13 -0.25
H 0.8636 0.0469 5.7166 -0.45 0.48 0.86
H -1.0134 0.2365 5.5890 0.28 -0.26 0.58
H 0.8126 2.2812 2.4047 -0.21 0.71 0.83
H 1.9230 1.2086 3.3130 0.03 0.17 0.02
H 0.3936 0.6529 2.5957 0.73 -0.15 -0.38
H -3.6738 2.7693 5.6388 0.11 0.15 0.16
H -2.7225 1.9478 4.4207 -0.09 -0.42 0.09
H -2.9846 1.1813 6.0670 -0.44 -0.20 -0.48
H -1.2980 2.3245 8.1164 0.04 -0.16 -0.18
H -2.6887 3.2762 7.6784 0.03 0.42 -0.18
H -0.9963 3.9369 7.5000 -0.44 0.20 0.49
O 4.4124 -4.5643 -1.0547 -0.66 -0.23 0.61
P 5.5306 -4.8565 -0.1342 0.88 1.14 -0.16
N 5.3163 -6.1551 0.8933 -0.43 1.09 0.01
C 6.3908 -6.5869 1.7825 0.12 -0.19 -0.56
C 4.1019 -6.9631 0.8056 0.56 -0.48 -0.40
N 5.9423 -3.5350 0.8044 1.51 0.22 0.12
C 7.2272 -3.4749 1.4904 0.02 0.23 0.23
C 5.0956 -2.3959 1.1253 -1.51 -0.97 -1.48
N 6.9699 -5.1002 -0.9602 -0.17 -0.98 1.27
C 7.5163 -4.0410 -1.7856 -0.75 0.22 0.43
C 7.4627 -6.4530 -1.1687 -0.36 0.28 -0.85
H 7.0991 -7.1466 1.1682 0.15 -0.51 0.59
H 6.0013 -7.1713 2.6133 -0.09 -0.23 -0.18
H 6.9743 -5.7910 2.2361 -0.34 0.33 -0.13
H 3.9269 -7.4635 1.7587 0.11 -0.06 -0.05
H 4.2581 -7.7005 0.0071 -0.45 -0.25 0.23
H 3.1995 -6.4002 0.5782 0.25 0.31 -0.07
H 7.1066 -3.6825 2.5619 0.11 0.17 0.02
H 7.9742 -4.1675 1.1061 -0.22 -0.09 -0.19
H 7.6351 -2.4668 1.3698 0.04 -0.02 0.10
H 5.5784 -1.5042 1.5122 0.45 -0.46 0.49
H 4.6872 -2.0515 0.1753 -0.36 0.07 0.00
H 4.2589 -2.7820 1.7142 -0.02 0.70 0.46
H 7.1632 -4.1414 -2.8163 0.46 -0.10 -0.14
H 7.0964 -3.0983 -1.4264 0.16 0.03 0.00
H 8.6008 -3.9890 -1.6768 0.05 -0.09 -0.31
H 7.5669 -6.5854 -2.2504 0.25 -0.30 0.06
H 6.7187 -7.1753 -0.8369 0.04 -0.02 -0.03
H 8.4090 -6.6796 -0.6681 0.09 0.20 -0.06
O -1.7627 -1.1625 1.0925 0.41 -0.45 0.06
P -1.6168 -0.4013 -0.1561 -0.46 1.90 -1.19
N -0.3513 -0.8068 -1.1562 0.06 -0.72 -0.17
C 0.7926 -1.5594 -0.6423 -0.77 -0.94 0.17
C -0.2283 -0.4193 -2.5289 0.03 2.15 -0.75
N -1.3138 1.2208 0.1692 -0.29 -0.97 0.72
C -1.8107 1.7344 1.4315 -0.85 0.72 0.22
C -1.0284 2.2130 -0.8429 0.70 0.02 -0.16
N -2.9499 -0.3406 -1.1885 0.35 -0.67 -0.28
C -3.1779 -1.3556 -2.1933 -0.20 0.16 -1.12
C -4.1798 0.3938 -0.8417 1.29 -0.01 0.50
H 1.4598 -1.7902 -1.4697 0.01 -0.09 0.02
H 0.3636 -2.4850 -0.2470 0.45 -0.24 0.01
H 1.3872 -1.1390 0.1658 -0.15 0.65 0.04
H -1.1186 0.0649 -2.9332 -0.41 -0.61 0.25
H 0.1248 -1.1432 -3.2591 -0.37 -0.70 0.49
H 0.4628 0.4310 -2.6538 0.45 -0.19 0.23
H -1.7453 1.0102 2.2400 0.10 -0.17 -0.20
H -1.3092 2.6429 1.7757 0.28 -0.10 -0.22
H -2.8706 2.0225 1.3312 0.01 0.01 0.18
H -1.6131 3.1025 -0.6298 0.06 0.20 -0.17
H 0.0426 2.4408 -0.8556 0.08 0.44 0.39
H -1.1772 1.9401 -1.8869 -0.75 -0.39 0.20
H -4.1317 -1.8801 -2.0895 0.12 -0.16 0.41
H -3.2817 -0.8487 -3.1653 -0.04 -0.06 -0.06
H -2.3597 -2.0640 -2.3339 0.00 -0.06 0.45
H -4.8226 0.5954 -1.6980 0.31 -0.12 -0.27
H -3.8051 1.3334 -0.4356 -0.64 0.14 0.23
H -4.7484 -0.1898 -0.1176 -0.21 0.28 0.19
C 4.5807 1.0775 -0.9556 1.00 1.08 0.07
O 5.6498 0.1543 -0.8035 -0.16 -2.00 0.39
C 6.9098 0.4422 -1.0661 -0.13 2.13 0.03
O 7.2703 1.5048 -1.5146 0.24 -0.25 -0.27
O 7.7019 -0.5342 -0.6516 -0.48 -1.22 0.71
C 9.0954 -0.4472 -0.8674 0.65 1.65 -1.36
H 3.7212 0.6471 -0.4532 -0.03 -0.17 -0.21
H 4.4199 1.3221 -2.0048 -0.16 -0.24 0.06
H 4.8806 1.9949 -0.4412 -0.25 0.07 -0.06
H 9.3090 -0.7527 -1.8942 0.11 -0.57 0.21
H 9.7003 -0.9518 -0.1238 -0.56 -0.51 0.12
H 9.4244 0.5967 -0.8801 -0.26 0.05 0.32
C 2.7229 -1.4625 -4.1842 -2.42 -0.80 -0.52
O 3.8216 -0.5944 -4.1724 1.02 -0.55 0.53
C 3.6155 0.6167 -4.6779 -1.00 -0.21 0.78
O 2.5804 0.9664 -5.1630 -0.66 0.59 -0.84
O 4.6511 1.3689 -4.4092 1.46 -0.14 0.25
C 4.6733 2.7339 -4.7744 -0.87 0.74 -0.70
H 2.4690 -1.8439 -5.1776 0.52 0.11 -0.13
H 1.7898 -0.9942 -3.8653 0.52 0.63 -0.14
H 2.7327 -2.3371 -3.5318 1.39 0.17 0.13
H 3.7690 3.2553 -4.4539 0.04 -0.15 0.37
H 4.6742 2.8817 -5.8576 0.29 -0.34 0.00
H 5.5521 3.1867 -4.3324 0.08 -0.19 0.11
C -6.2752 2.5898 -3.9471 -1.56 -0.42 1.62
O -5.8998 1.8967 -5.1174 0.33 1.10 -0.39
C -5.9883 0.5743 -5.1541 1.00 -0.19 -0.27
O -6.1301 -0.1791 -4.2359 -0.46 -0.17 0.50
O -5.7471 0.2271 -6.4191 -0.23 0.43 -1.30
C -5.7157 -1.1470 -6.7425 0.24 -1.62 1.07
H -6.8469 1.8868 -3.3343 0.05 0.13 0.14
H -6.9504 3.4239 -4.1405 0.05 -0.15 -0.77
H -5.5259 3.0238 -3.2829 0.85 -0.51 -0.63
H -6.3320 -1.6689 -6.0084 0.13 -0.14 -0.13
H -4.7015 -1.5506 -6.6909 0.10 0.29 0.44
H -6.0350 -1.4964 -7.7236 -0.51 1.30 -0.28
C -3.0644 -4.0926 7.4491 0.80 -1.46 -0.08
O -2.9151 -3.0149 6.5507 -0.23 1.15 0.33
C -3.7326 -2.8964 5.4949 0.27 -1.16 -0.55
O -4.6401 -3.6520 5.2368 0.13 0.57 0.00
O -3.2656 -1.8933 4.7516 0.34 -0.53 0.39
C -3.6806 -1.7280 3.3924 -1.05 2.48 0.41
H -4.0481 -4.3418 7.8377 -0.32 0.51 -0.40
H -2.3887 -3.9575 8.2911 -0.08 0.63 -0.02
H -2.6512 -4.9734 6.9499 -0.37 -0.19 -0.05
H -3.2757 -0.7345 3.1708 0.57 -0.48 -0.36
H -4.7433 -1.4414 3.3720 -0.11 -1.04 -0.08
H -3.3638 -2.4327 2.6345 0.14 -0.40 0.51
C -4.5443 5.7272 -4.3544 -0.67 -0.15 -0.05
O -4.0978 4.5387 -4.9995 0.31 -0.13 -1.23
C -3.0472 3.9157 -4.4535 -0.39 1.06 1.06
O -2.8087 4.0066 -3.2747 0.59 -0.54 0.17
O -2.3574 3.3049 -5.3786 -0.37 -0.66 -1.65
C -1.2165 2.5034 -5.0891 0.77 1.30 1.48
H -3.7825 6.5054 -4.3746 0.19 -0.22 0.45
H -4.9354 5.4679 -3.3712 0.33 0.39 0.18
H -5.3729 6.1077 -4.9504 -0.01 -0.24 -0.10
H -1.4758 1.5000 -4.7631 -0.10 -0.02 -0.18
H -0.6838 3.0477 -4.2990 -0.03 -0.54 0.30
H -0.5039 2.5422 -5.9072 -0.58 -0.29 -0.50
C 1.2757 -5.6195 -1.7591 1.02 0.25 -1.48
O 1.3511 -4.9369 -3.0505 -0.48 -0.07 0.42
C 0.2141 -4.4511 -3.5201 0.97 0.61 0.08
O -0.8273 -4.4315 -2.9275 -0.89 0.18 -0.21
O 0.5356 -3.9087 -4.6958 0.41 0.00 -0.93
C -0.3274 -3.0448 -5.4193 -0.94 0.60 0.83
H 2.3407 -5.5734 -1.5479 -0.05 -0.51 0.77
H 0.9105 -6.6126 -2.0102 -0.08 -0.11 0.66
H 0.6845 -5.0845 -1.0245 -0.21 0.01 -0.21
H -1.0338 -3.5682 -6.0589 0.09 -0.20 0.13
H 0.2324 -2.3299 -6.0182 0.54 -0.38 0.02
H -0.8669 -2.4362 -4.6882 -0.37 -0.12 -0.16
C -5.0489 5.3878 4.0136 0.18 -1.08 -0.08
O -4.1639 5.4470 2.8939 0.20 0.56 -0.13
C -4.6743 5.5427 1.6732 -0.20 -1.09 -0.68
O -5.8399 5.5798 1.3898 -0.63 0.27 0.14
O -3.6851 5.4684 0.7913 1.22 -0.85 1.00
C -3.9106 5.1367 -0.5732 -1.60 2.46 -0.34
H -5.5551 4.4192 4.0366 0.04 -0.08 -0.20
H -5.8474 6.1226 4.0424 0.41 0.51 -0.08
H -4.3306 5.3812 4.8280 -0.42 0.49 0.38
H -3.1578 4.5216 -1.0366 0.24 -0.17 0.45
H -3.9233 6.1440 -1.0063 0.44 -0.35 -0.79
H -4.9375 4.8171 -0.7623 0.14 -0.64 0.37
C -0.8158 10.0386 -0.9068 1.10 -0.39 -0.69
O -1.1943 8.6690 -0.7409 -0.89 0.42 0.01
C -0.4792 7.9701 0.1396 -0.31 -0.41 -0.30
O 0.3858 8.3975 0.8431 0.53 0.27 0.44
O -0.8924 6.7107 0.0587 -0.24 0.12 0.01
C -0.2296 5.7406 0.8507 0.79 -0.41 0.93
H 0.1194 9.9732 -1.4696 0.17 0.55 0.23
H -0.6590 10.5733 0.0246 -0.11 -0.15 0.12
H -1.5170 10.5511 -1.5576 -0.43 -0.30 0.22
H -0.4563 5.7239 1.9212 -0.80 0.33 -0.20
H 0.8539 5.8832 0.8882 -0.01 0.02 -0.69
H -0.5106 4.7857 0.4225 0.15 -0.06 -0.02
```
Forces are in eV/Å.

Values from the calculation:
Kohn-Sham gap = 8.3 eV
LUMO energy = 0.000 hartree
Calculated total energy = -28492.132643 Eh
HOMO level = -0.3061 Ha

Löwdin atomic charge list, values in e, 99 entries: C -1.59; Br 0.59; Br 0.60; Br 0.61; H -0.08; C -1.53; Br 0.60; Br 0.55; Br 0.64; H -0.06; C -1.54; Br 0.56; Br 0.58; Br 0.59; H -0.04; O -0.28; P 0.52; N -0.27; C -0.13; C -0.10; N -0.30; C -0.08; C -0.12; N -0.31; C -0.10; C -0.09; H 0.08; H 0.06; H 0.08; H 0.08; H 0.07; H 0.06; H 0.08; H 0.07; H 0.07; H 0.08; H 0.08; H 0.07; H 0.07; H 0.07; H 0.08; H 0.08; H 0.08; H 0.05; O -0.27; P 0.53; N -0.30; C -0.09; C -0.11; N -0.29; C -0.13; C -0.10; N -0.32; C -0.10; C -0.12; H 0.06; H 0.09; H 0.06; H 0.08; H 0.09; H 0.03; H 0.08; H 0.07; H 0.07; H 0.08; H 0.06; H 0.08; H 0.09; H 0.07; H 0.09; H 0.09; H 0.07; H 0.08; O -0.29; P 0.55; N -0.26; C -0.06; C -0.15; N -0.28; C -0.13; C -0.10; N -0.29; C -0.16; C -0.07; H 0.07; H 0.06; H 0.08; H 0.06; H 0.05; H 0.09; H 0.05; H 0.07; H 0.08; H 0.06; H 0.09; H 0.05; H 0.02; H 0.08; H 0.07